Density functional theory data (ωB97M-V/def2-TZVPD) for a molecular structure, C19H42FeNOP3S in a non-equilibrium geometry.

```
68
Properties=species:S:1:pos:R:3:forces:R:3:mulliken_charge:R:1
Fe 0.823 1.119 -1.495 1.3047 -1.0682 0.8603 0.006
P 1.717 1.920 0.586 2.0291 0.7853 0.8817 1.066
P -1.105 0.737 1.537 -1.0933 0.1009 1.8796 0.540
P -0.848 2.461 -1.272 -3.2768 2.6855 -0.6485 1.566
H 0.624 -1.157 -4.608 -0.1258 0.3479 0.8479 0.283
C 0.751 -0.090 -4.798 0.4238 -0.4742 -0.3656 -0.294
C 1.844 0.616 -4.497 0.2257 -0.2130 -0.3868 -0.762
H 2.552 0.325 -3.726 0.4704 -0.5662 -0.4385 0.412
C 2.654 0.894 1.769 0.0568 -0.4955 -0.3518 -1.241
C 1.194 3.288 1.730 -0.7847 0.2815 -0.1605 -1.202
C 3.116 2.783 -0.261 -0.1141 0.0629 -0.2441 -1.346
C -2.557 -0.371 1.528 -0.3080 -0.3759 -0.2608 -1.548
C -0.499 0.215 3.202 0.1592 -0.0060 -0.0997 -1.166
C -2.053 2.203 2.202 0.4500 -0.0823 -0.6533 -1.503
C -0.368 2.183 -3.023 -0.2867 0.7454 -0.5243 -1.407
C -0.903 4.301 -1.246 0.4672 0.2064 0.5425 -1.439
C -2.631 1.995 -1.372 0.1216 -0.2895 0.2596 -1.290
H -0.024 0.348 -5.408 0.1648 -0.0863 -0.6388 0.301
H 2.140 1.453 -5.137 -0.4576 0.3798 0.7851 0.288
H 3.343 0.221 1.249 -0.0499 0.1251 -0.0071 0.462
H 2.002 0.284 2.387 -0.0275 0.0564 0.0559 0.218
H 3.239 1.571 2.396 -0.0676 -0.0486 0.0017 0.488
H 0.819 2.941 2.707 0.1687 -0.1289 -0.5377 0.397
H 0.423 3.935 1.284 0.2674 -0.2227 0.1322 0.219
H 2.069 3.929 1.937 -0.1477 -0.4492 -0.2781 0.537
H 3.527 2.108 -1.035 0.1203 0.3919 0.2875 0.473
H 3.897 3.023 0.486 -0.2941 -0.0615 -0.4919 0.447
H 2.759 3.717 -0.741 0.2772 -0.4664 0.2357 0.341
H -3.240 -0.116 2.346 0.0657 0.0274 -0.2694 0.569
H -2.210 -1.387 1.709 -0.5113 0.2658 0.0405 0.441
H -3.077 -0.334 0.565 -0.0977 -0.0713 0.2236 0.276
H -1.325 0.223 3.934 0.2820 -0.0389 -0.3542 0.443
H 0.290 0.882 3.568 -0.1319 -0.2569 -0.0019 0.397
H -0.123 -0.804 3.105 0.1716 0.0083 0.4263 0.308
H -2.681 1.823 3.020 0.2073 0.3166 -0.2721 0.601
H -2.673 2.623 1.407 -0.0312 0.2224 0.4115 0.422
H -1.337 2.939 2.563 -0.3348 0.1522 0.0717 0.364
H -1.277 2.456 -3.568 0.1319 -0.2188 -0.1882 0.539
H -0.146 1.139 -3.289 -0.3247 0.2823 -0.3755 -0.186
H 0.431 2.855 -3.388 -0.1318 -0.3855 0.1312 0.613
H -1.480 4.775 -2.061 0.1295 -0.5984 0.2566 0.451
H 0.126 4.692 -1.290 -0.3020 -0.0833 0.0352 0.416
H -1.335 4.615 -0.284 0.0805 -0.0208 -0.2912 0.409
H -3.211 2.617 -2.075 0.4474 -0.0678 0.2407 0.513
H -3.067 2.089 -0.372 -0.0624 -0.0542 -0.3402 0.308
H -2.719 0.946 -1.685 0.0126 0.1638 0.0833 0.341
C -0.610 -2.605 -0.810 0.1802 -1.5918 1.4554 0.793
C -2.001 -2.695 -1.018 -0.5374 0.2423 -0.9995 -0.657
C -2.478 -2.970 -2.311 0.2445 0.1917 0.5201 -0.826
C -1.527 -3.359 -3.278 0.1271 0.2715 -0.2158 -0.241
C -0.175 -3.570 -2.962 0.3172 -0.1240 0.5441 -0.750
C 0.280 -3.286 -1.666 -0.0367 0.6194 -1.3171 -0.491
S -0.043 -2.137 0.796 0.6701 -0.8585 -1.3192 -0.059
H -1.055 -2.709 1.431 -0.3241 -0.1078 0.6499 0.394
H -2.622 -2.573 -0.135 -0.3871 0.3630 -0.5271 0.637
H -3.545 -2.865 -2.580 0.7222 -0.3628 0.3521 0.457
H -1.784 -3.559 -4.320 -0.3860 0.0739 0.3997 0.475
H 0.465 -3.976 -3.761 -0.1763 0.0081 0.7630 0.474
H 1.233 -3.607 -1.257 0.2301 0.3655 -0.4955 0.516
C 1.992 -4.099 4.454 -0.0772 0.3086 0.5977 -1.221
C 1.004 -4.197 3.336 0.2314 -0.6028 -0.7246 0.857
N 1.487 -4.798 2.215 0.5680 0.4342 0.2836 -0.315
O -0.150 -3.785 3.409 0.1430 0.4331 -0.4514 -0.597
H 2.996 -3.775 4.164 -0.2306 -0.0012 -0.2529 0.386
H 2.117 -5.046 4.979 -0.1956 -0.1114 -0.0785 0.362
H 1.563 -3.384 5.142 0.1493 0.0941 0.3673 0.335
H 0.939 -4.932 1.388 -0.3048 -0.2401 0.0313 0.194
H 2.461 -5.061 2.197 -0.2009 -0.1825 -0.0922 0.204
```
Forces are in eV/Å.

The molar mass is 481.38 g/mol. The LUMO energy (alpha / beta) is -0.36911 / -0.46163 Ha. The expectation value of S² is 8.79. The calculation puts the HOMO-LUMO gap (alpha / beta) at 7.4 / 4.5 eV. The value obtained for the HOMO energy (alpha / beta) is -0.6403 / -0.6259 Ha. The total charge is +3. As for the electronic energy: -96979.4271 eV. Its energy above the lowest of the compared OMol25 structures with the same formula, charge and spin is 0.0 kcal/mol. As for the multiplicity: 6.